# 1
{
  "formula": "C7H7N",
  "method": "wB97M-V/def2-TZVPD",
  "de_lowest_kj_mol": 627.7,
  "total_charge": 0,
  "species": ["C", "C", "C", "C", "C", "C", "C", "H", "H", "H", "H", "H", "H", "H", "N"],
  "xyz": [[-2.083, 2.123, 0.378], [-1.267, 1.355, -0.016], [-0.310, 0.381, -0.688], [1.010, 0.385, 0.021], [-0.458, -0.979, 0.222], [0.585, -1.749, -0.413], [1.664, -0.794, -0.594], [-2.532, 2.816, 0.878], [0.033, 0.335, -1.736], [1.563, 1.201, 0.401], [-0.084, 0.520, 1.517], [-1.528, -1.403, 0.266], [0.300, -2.880, -0.498], [2.820, -0.948, -0.968], [0.288, -0.364, 1.230]]
}

***

# 2
{
  "formula": "C7H7N",
  "method": "wB97M-V/def2-TZVPD",
  "de_lowest_kj_mol": 711.5,
  "total_charge": 0,
  "species": ["C", "C", "C", "C", "C", "C", "C", "N", "H", "H", "H", "H", "H", "H", "H"],
  "xyz": [[-2.837, -0.678, 0.179], [-0.979, 1.028, 0.303], [-0.271, -0.295, 0.486], [-1.591, -0.962, -0.109], [-2.253, 0.715, -0.088], [2.126, 0.127, 0.039], [0.852, -0.572, -0.516], [-3.570, 0.424, -0.124], [-0.380, 1.865, 0.181], [-0.102, -0.685, 1.442], [1.835, 0.973, 0.751], [2.538, 0.551, -0.842], [2.759, -0.567, 0.631], [1.199, -1.661, -0.771], [0.673, -0.262, -1.562]]
}

***

# 3
{
  "formula": "C7H7N",
  "method": "wB97M-V/def2-TZVPD",
  "de_lowest_kj_mol": 441.5,
  "total_charge": 0,
  "species": ["C", "C", "C", "C", "C", "C", "C", "N", "H", "H", "H", "H", "H", "H", "H"],
  "xyz": [[1.667, -0.890, -0.147], [0.765, -2.068, -0.210], [-1.316, -1.199, 0.428], [1.400, 0.387, -0.108], [-1.552, 0.079, 0.199], [1.277, 1.700, -0.132], [-1.850, 1.394, 0.125], [-0.515, -2.132, -0.092], [2.714, -1.182, -0.266], [1.209, -2.883, -0.786], [-2.066, -1.522, 1.169], [1.279, 2.404, 0.544], [1.174, 2.091, -1.215], [-1.326, 2.158, 0.801], [-2.859, 1.661, -0.311]]
}

***

# 4
{
  "formula": "C7H7N",
  "method": "wB97M-V/def2-TZVPD",
  "de_lowest_kj_mol": 524.2,
  "total_charge": 0,
  "smiles": "C=CC(=C)C(=C)C#N",
  "species": ["C", "C", "C", "C", "C", "C", "C", "N", "H", "H", "H", "H", "H", "H", "H"],
  "xyz": [[-1.023, -0.055, -1.796], [-0.702, 0.954, -1.070], [0.034, 0.790, 0.296], [0.007, 1.833, 1.235], [0.624, -0.508, 0.345], [0.143, -1.664, 1.106], [1.811, -0.876, -0.329], [2.622, -1.816, -0.716], [-1.645, -0.159, -2.765], [-0.545, -1.090, -1.422], [-1.426, 1.925, -1.317], [-0.048, 2.941, 1.094], [0.080, 1.546, 2.408], [0.852, -2.372, 1.209], [-0.784, -1.448, 1.721]]
}

***

# 5
{
  "formula": "C7H7N3O",
  "method": "wB97M-V/def2-TZVPD",
  "de_lowest_kj_mol": 584.1,
  "total_charge": 0,
  "species": ["C", "C", "C", "C", "C", "C", "C", "N", "N", "N", "O", "H", "H", "H", "H", "H", "H", "H"],
  "xyz": [[0.113, -1.015, -1.212], [1.904, 0.777, 1.535], [1.839, -0.590, 1.645], [0.531, 1.243, 1.218], [-2.460, -0.348, -1.513], [-1.562, 0.614, -1.637], [-0.238, 0.321, -1.416], [0.564, -2.042, -0.910], [0.499, -0.937, 1.417], [-0.257, 0.066, 1.130], [0.166, 2.384, 1.108], [2.568, 1.442, 1.946], [2.674, -1.246, 1.668], [-3.350, -0.302, -2.128], [-1.969, -1.339, -1.205], [-1.717, 1.628, -2.007], [0.689, 1.056, -1.440], [0.006, -1.713, 1.800]]
}

***

# 6
{
  "formula": "C7H7N3O2",
  "method": "wB97M-V/def2-TZVPD",
  "de_lowest_kj_mol": 763.2,
  "total_charge": 0,
  "species": ["C", "C", "C", "C", "C", "C", "C", "N", "N", "N", "O", "O", "H", "H", "H", "H", "H", "H", "H"],
  "xyz": [[2.839, 0.587, -0.914], [-0.710, -0.533, -0.015], [0.030, -0.494, -1.316], [1.396, 0.118, 0.884], [0.109, -0.081, 1.167], [-0.857, 0.275, -2.229], [-0.616, -0.204, 2.469], [3.757, 1.035, -1.454], [1.864, -0.050, -0.396], [-1.881, 0.694, -1.479], [-2.912, 1.254, -1.813], [-1.891, 0.209, -0.219], [-0.939, -1.545, 0.238], [0.581, -1.334, -1.703], [2.288, 0.267, 1.633], [-0.880, 0.585, -3.200], [-0.305, 0.520, 3.146], [-0.285, -1.217, 2.966], [-1.587, -0.087, 2.235]]
}

***

# 7
{
  "formula": "C7H7N3O2S",
  "method": "wB97M-V/def2-TZVPD",
  "de_lowest_kj_mol": 343.8,
  "total_charge": 0,
  "species": ["C", "C", "C", "C", "C", "C", "C", "N", "N", "N", "O", "O", "S", "H", "H", "H", "H", "H", "H", "H"],
  "xyz": [[2.681, 0.357, -0.190], [2.426, -0.984, -0.383], [1.642, 1.176, 0.186], [1.105, -1.484, -0.390], [0.299, 0.741, 0.217], [0.127, -0.604, -0.094], [-0.716, 1.780, 0.412], [-2.879, 2.361, -0.582], [-1.873, 2.056, -0.161], [-1.993, -0.344, 1.393], [-2.147, -0.598, -1.229], [-1.619, -2.658, 0.260], [-1.519, -1.205, 0.250], [3.753, 0.745, -0.096], [3.295, -1.573, -0.315], [1.771, 2.202, 0.041], [0.793, -2.578, -0.408], [-0.242, 2.790, 0.888], [-2.156, -1.422, -1.695], [-2.749, -0.758, 1.897]]
}

***

# 8
{
  "formula": "C7H7N3O3S",
  "method": "wB97M-V/def2-TZVPD",
  "de_lowest_kj_mol": 237.7,
  "total_charge": 0,
  "species": ["C", "C", "C", "C", "C", "C", "C", "N", "N", "N", "O", "O", "O", "S", "H", "H", "H", "H", "H", "H", "H"],
  "xyz": [[1.261, 0.589, 2.379], [0.863, -0.496, 1.721], [0.287, 1.716, 2.563], [-0.405, -0.688, 1.042], [-0.639, -0.521, -0.315], [-2.273, -1.745, 0.482], [0.252, 0.073, -1.309], [-1.765, -1.167, -0.763], [0.655, 0.572, -4.024], [1.286, 0.781, -1.079], [2.149, 1.299, -1.770], [-0.787, 1.813, 1.979], [-1.449, -1.444, 1.540], [-0.569, 0.014, -2.962], [2.236, 0.557, 2.783], [1.538, -1.295, 1.571], [0.573, 2.519, 3.434], [-3.283, -1.188, 0.586], [-2.441, -2.876, 0.381], [1.181, 1.388, -3.637], [1.330, 0.098, -4.603]]
}

***

# 9
{
  "formula": "C7H7N5",
  "method": "wB97M-V/def2-TZVPD",
  "de_lowest_kj_mol": 0.0,
  "multiplicity": 3,
  "s_squared": 2.01,
  "total_charge": 0,
  "species": ["C", "C", "C", "C", "C", "C", "C", "N", "N", "N", "N", "N", "H", "H", "H", "H", "H", "H", "H"],
  "xyz": [[-2.271, 1.058, 0.130], [-2.145, -0.015, 1.036], [3.070, 0.004, 0.456], [-2.011, 0.401, -1.101], [1.793, -0.034, -0.329], [1.568, -1.448, 1.184], [-1.649, -1.805, -1.864], [2.953, -0.897, 1.370], [-1.795, -1.155, 0.431], [-1.700, -2.606, -2.665], [0.961, -0.890, 0.087], [-1.793, -0.896, -0.871], [-2.313, 2.059, 0.419], [-2.071, -0.016, 2.133], [3.980, 0.622, 0.346], [-2.187, 0.711, -2.080], [1.628, 0.556, -1.243], [0.931, -1.266, 2.086], [1.697, -2.569, 1.119]]
}

***

# 10
{
  "formula": "C7H7NO",
  "method": "wB97M-V/def2-TZVPD",
  "de_lowest_kj_mol": 726.4,
  "total_charge": 0,
  "species": ["C", "C", "C", "C", "C", "C", "C", "H", "H", "H", "H", "H", "H", "H", "N", "O"],
  "xyz": [[-0.952, 2.421, -1.466], [0.113, 1.445, -0.971], [1.427, 1.496, -1.453], [-0.110, 0.392, 0.019], [0.878, -0.257, 0.583], [0.356, -1.504, 1.210], [-1.281, -0.673, -0.048], [-0.620, 2.532, -3.118], [-2.087, 1.599, -1.442], [-1.132, 3.521, -0.599], [1.243, 2.313, -2.214], [2.190, 0.889, -1.078], [1.913, 0.185, 0.823], [-2.173, -0.355, -0.714], [-1.120, -1.759, 0.729], [0.741, -2.286, 1.999]]
}